A structure of composition C33H35F5N4OsP2 in a non-equilibrium geometry. Source: OMol25; level of theory: ωB97M-V/def2-TZVPD.

The value obtained for the HOMO energy (spin up / spin down) is -13.54 / -13.28 eV. The value obtained for the lowest unoccupied orbital energy (spin up / spin down) is -6.695 / -10.834 eV. Its energy above the lowest of the compared OMol25 structures with the same formula, charge and spin is 0.000 eV. Its expectation value of S² is 6.0362. As for the spin multiplicity: 5. The net charge is +2. For the gap between HOMO and LUMO (spin up / spin down), the calculation gives 0.2516 / 0.0899 Ha.

```
80
Properties=species:S:1:pos:R:3:mulliken_spin:R:1
Os -0.21 0.47 -0.74 2.212
C -2.01 1.80 -7.55 0.034
C -2.07 0.53 -7.15 0.017
C -1.36 -0.61 -7.81 -0.008
C 0.09 -0.27 -8.21 0.003
C 0.87 0.54 -7.20 -0.003
C 0.93 1.87 -7.26 0.006
C 0.28 2.66 -8.36 0.003
C -1.18 2.25 -8.70 0.003
C 1.32 0.75 0.62 0.201
H -2.68 2.57 -7.15 0.001
H -2.75 0.20 -6.39 0.006
H -1.91 -0.90 -8.72 0.003
H -1.36 -1.47 -7.13 0.001
H 0.61 -1.22 -8.40 0.000
H 0.05 0.23 -9.19 0.001
H 1.50 -0.06 -6.53 -0.001
H 1.55 2.46 -6.57 0.001
H 0.83 2.57 -9.31 0.000
H 0.28 3.72 -8.09 0.000
H -1.68 3.15 -9.10 0.000
H -1.19 1.52 -9.53 0.002
H 0.91 1.43 1.39 0.006
H 2.33 1.05 0.29 0.016
H 1.29 -0.28 1.04 0.027
P 1.42 -0.39 -1.93 0.011
P -1.48 -0.88 -1.97 0.175
N 2.54 0.87 -2.38 0.025
N 2.48 -1.67 -1.20 -0.006
N -2.29 0.44 -2.83 0.055
N -2.86 -1.76 -1.46 0.001
C 0.85 -1.13 -3.49 0.037
C -0.55 -1.76 -3.28 -0.007
C 2.40 2.18 -1.92 0.023
C 3.40 2.94 -2.48 -0.006
C 4.16 2.09 -3.33 0.020
C 3.62 0.82 -3.25 0.005
C 3.36 -1.51 -0.12 -0.007
C 4.18 -2.62 -0.05 0.011
C 3.77 -3.52 -1.07 0.000
C 2.69 -2.94 -1.72 0.001
C -2.27 1.75 -2.35 0.114
C -2.73 2.58 -3.37 0.071
C -2.99 1.77 -4.49 0.008
C -2.73 0.45 -4.13 0.188
C -4.02 -1.98 -2.20 0.037
C -4.85 -2.82 -1.49 -0.001
C -4.19 -3.11 -0.25 0.016
C -2.98 -2.46 -0.25 0.029
H 1.60 -1.87 -3.83 0.002
H 0.82 -0.33 -4.26 0.010
H -1.16 -1.78 -4.21 -0.007
H -0.44 -2.80 -2.94 -0.001
H 1.61 2.42 -1.21 0.007
H 3.57 3.99 -2.28 0.000
H 5.01 2.38 -3.94 0.002
H 3.90 -0.12 -3.71 0.002
H 3.30 -0.66 0.53 -0.001
H 5.01 -2.74 0.64 0.000
H 4.23 -4.47 -1.33 0.000
H 2.06 -3.31 -2.52 0.001
H -1.87 1.94 -1.36 -0.032
H -2.86 3.65 -3.31 0.002
H -3.24 2.13 -5.47 -0.003
H -2.75 -0.49 -4.68 0.003
H -4.14 -1.50 -3.17 0.001
H -5.80 -3.19 -1.81 0.000
H -4.56 -3.72 0.56 0.000
H -2.17 -2.41 0.46 -0.011
F -0.18 -1.81 1.71 0.005
C -1.09 -0.82 1.97 0.043
C -1.24 0.25 1.06 0.417
C -2.06 1.29 1.53 -0.066
F -2.02 2.51 0.93 0.010
C -2.86 1.16 2.68 0.029
F -3.71 2.14 3.02 0.005
C -2.76 0.04 3.49 0.200
F -3.51 -0.07 4.61 0.037
C -1.84 -0.95 3.14 0.014
F -1.66 -2.01 3.96 0.002
```

A structure of composition C33H35F5N4P2Pb in a non-equilibrium geometry. Source: OMol25; level of theory: ωB97M-V/def2-TZVPD.

The value obtained for the HOMO energy (spin up / spin down) is -5.92 / -6.36 eV. The value obtained for the lowest unoccupied orbital energy (spin up / spin down) is -0.416 / -0.448 eV. As for the spin multiplicity: 1. The net charge is 0. For the gap between HOMO and LUMO (spin up / spin down), the calculation gives 0.2023 / 0.2174 Ha.

```
80
Properties=species:S:1:pos:R:3:mulliken_charge:R:1
Pb 0.19 2.30 0.17 0.996
C -1.67 1.97 -4.11 -0.341
C -1.75 0.65 -3.91 -0.689
C -0.77 -0.37 -4.41 -0.628
C 0.71 -0.03 -4.22 -1.463
C 1.09 0.77 -3.00 1.347
C 0.87 2.08 -2.75 0.062
C 0.54 3.08 -3.83 -1.474
C -0.53 2.67 -4.81 -0.853
C 1.11 2.25 2.58 -1.378
H -2.54 2.61 -3.92 0.770
H -2.71 0.19 -3.62 0.450
H -0.95 -0.65 -5.46 0.372
H -0.98 -1.31 -3.89 0.367
H 1.21 -1.00 -4.15 0.407
H 1.09 0.40 -5.14 0.461
H 1.89 0.28 -2.44 -0.441
H 1.17 2.56 -1.79 0.400
H 1.47 3.34 -4.40 0.300
H 0.22 4.00 -3.33 0.326
H -0.95 3.56 -5.28 0.490
H -0.10 2.07 -5.62 0.358
H 0.36 2.60 3.30 0.375
H 1.95 2.98 2.59 0.369
H 1.50 1.29 2.99 0.248
P 1.94 -0.29 0.79 -0.053
P -1.60 -1.09 1.18 0.117
N 3.21 0.64 -0.08 0.934
N 3.00 -1.60 1.25 0.798
N -2.43 0.17 0.34 0.629
N -2.91 -2.20 1.31 0.452
C 0.85 -1.11 -0.43 1.293
C -0.44 -1.87 0.04 -1.684
C 3.54 1.95 0.31 -0.450
C 4.42 2.47 -0.61 -0.712
C 4.65 1.47 -1.60 -0.837
C 3.90 0.35 -1.25 -0.528
C 4.01 -1.38 2.21 -0.679
C 4.70 -2.59 2.40 -0.601
C 4.10 -3.56 1.53 -0.772
C 3.07 -2.93 0.85 -0.477
C -3.25 1.07 0.96 -0.444
C -3.40 2.17 0.14 -1.623
C -2.70 1.94 -1.06 0.611
C -2.01 0.74 -0.90 -1.659
C -3.92 -2.35 0.34 -0.258
C -4.92 -3.12 0.90 -0.701
C -4.53 -3.44 2.24 -0.622
C -3.30 -2.86 2.48 -0.428
H 1.49 -1.79 -1.03 1.256
H 0.52 -0.34 -1.14 -2.779
H -1.01 -2.17 -0.87 0.571
H -0.11 -2.81 0.52 0.595
H 3.20 2.33 1.27 0.322
H 4.85 3.46 -0.58 0.461
H 5.28 1.55 -2.46 0.485
H 3.80 -0.61 -1.74 0.601
H 4.14 -0.40 2.64 0.405
H 5.52 -2.72 3.09 0.426
H 4.38 -4.59 1.45 0.450
H 2.39 -3.28 0.10 0.436
H -3.73 0.82 1.89 0.802
H -3.94 3.08 0.39 0.451
H -2.63 2.57 -1.95 0.337
H -1.52 0.10 -1.62 0.565
H -3.77 -1.94 -0.65 0.386
H -5.83 -3.40 0.41 0.464
H -5.09 -4.00 2.96 0.457
H -2.62 -2.89 3.32 0.352
F 0.78 -1.77 3.09 -0.277
C -0.38 -1.22 3.58 -0.710
C -1.16 -0.36 2.73 2.007
C -1.78 0.68 3.50 -0.693
F -1.96 1.94 2.97 -0.394
C -2.09 0.55 4.84 0.312
F -2.87 1.46 5.49 -0.308
C -1.58 -0.54 5.54 0.378
F -2.03 -0.86 6.78 -0.355
C -0.62 -1.38 4.94 0.199
F -0.02 -2.35 5.67 -0.340
```

A structure of composition C33H35F6N7OPbS3 in a non-equilibrium geometry. Source: OMol25; level of theory: ωB97M-V/def2-TZVPD.

The value obtained for the HOMO energy (spin up / spin down) is -13.52 / -13.61 eV. The value obtained for the lowest unoccupied orbital energy (spin up / spin down) is -8.365 / -9.309 eV. Its energy above the lowest of the compared OMol25 structures with the same formula, charge and spin is 0.716 eV. As for the spin multiplicity: 1. The net charge is +2. For the gap between HOMO and LUMO (spin up / spin down), the calculation gives 0.1896 / 0.1579 Ha.

```
86
Properties=species:S:1:pos:R:3:mulliken_charge:R:1
Pb -0.05 0.24 0.13 1.359
C -2.53 -3.69 -1.03 -0.813
C -3.69 -3.69 -0.26 -0.489
C -3.90 -2.66 0.63 -0.671
C -2.94 -1.65 0.75 0.042
N -1.83 -1.63 -0.02 0.388
C -1.65 -2.64 -0.87 -0.362
N -3.22 -0.69 1.70 -0.202
C -2.42 0.08 2.34 -0.101
N -1.04 0.11 2.25 -0.445
C -0.57 0.88 3.27 0.206
N 0.68 0.99 3.65 -0.323
C 1.77 0.41 3.12 0.049
C 2.91 0.40 3.96 -0.429
C 4.08 -0.18 3.52 -0.569
C 4.09 -0.77 2.26 -0.662
C 2.92 -0.72 1.49 -0.298
N 1.80 -0.16 1.89 0.272
C -1.69 1.50 3.99 0.145
C -1.74 2.39 5.04 -0.062
C -2.99 2.78 5.48 -0.784
C -4.16 2.28 4.91 -0.735
C -4.11 1.36 3.86 -0.205
C -2.86 0.99 3.41 0.197
H -2.32 -4.48 -1.73 0.475
H -4.42 -4.49 -0.36 0.455
H -4.78 -2.61 1.26 0.567
H -0.73 -2.60 -1.45 0.428
H 2.82 0.88 4.92 0.548
H 4.96 -0.18 4.14 0.461
H 4.98 -1.23 1.87 0.480
H 2.91 -1.17 0.50 0.453
H -0.83 2.76 5.49 0.582
H -3.07 3.50 6.29 0.456
H -5.12 2.61 5.28 0.443
H -5.01 0.95 3.43 0.559
C -0.93 -2.01 -5.11 -0.284
C -2.07 -1.00 -4.97 -1.060
S -2.05 -0.09 -3.39 0.280
C -1.52 1.58 -3.84 -0.756
C -0.14 1.60 -4.47 -0.817
S 1.09 1.01 -3.29 0.573
C 2.25 0.16 -4.38 -0.909
C 1.81 -1.27 -4.72 -0.593
S 0.52 -1.37 -6.00 -0.086
H -1.27 -2.86 -5.69 0.466
H -0.61 -2.37 -4.13 -0.026
H -3.02 -1.53 -4.98 0.481
H -2.07 -0.28 -5.79 0.484
H -1.54 2.15 -2.91 0.051
H -2.25 2.02 -4.53 0.571
H 0.14 2.62 -4.76 0.621
H -0.08 0.96 -5.35 0.215
H 3.18 0.14 -3.82 0.431
H 2.38 0.77 -5.28 0.523
H 1.47 -1.81 -3.84 0.225
H 2.67 -1.79 -5.14 0.485
C 1.79 4.39 -0.82 -1.534
C 2.27 3.20 0.06 0.753
O 1.30 2.29 0.32 -0.104
C 2.74 3.78 1.42 0.281
F 1.67 4.32 2.05 -0.175
F 3.66 4.75 1.33 -0.275
F 3.23 2.83 2.24 -0.185
C 3.49 2.55 -0.64 0.257
F 4.56 3.35 -0.71 -0.253
F 3.18 2.19 -1.92 -0.248
F 3.88 1.40 -0.04 -0.101
H 0.75 4.21 -1.09 0.273
H 2.38 4.49 -1.73 0.374
H 1.85 5.33 -0.28 0.299
C -1.59 5.25 2.10 -1.331
C -1.99 4.06 1.32 0.768
C -3.22 3.60 0.88 -1.573
C -2.97 2.42 0.18 0.430
N -1.66 2.16 0.18 0.028
N -1.09 3.17 0.88 1.464
C -3.98 1.56 -0.50 -1.117
H -2.46 5.86 2.34 0.411
H -0.87 5.86 1.55 0.272
H -1.11 4.95 3.04 0.224
H -4.18 4.07 1.04 0.553
H -0.05 3.13 0.94 -0.497
H -4.71 2.17 -1.03 0.466
H -4.53 0.97 0.24 0.211
H -3.51 0.87 -1.20 0.038
```

no.,total energy (Eh)
1,-2769.3246
2,-2872.0488
3,-3723.1410